Entry from the OMol25 dataset: a 2-piece molecular cluster, C3H8ClFNP overall (ωB97M-V/def2-TZVPD).

Atoms and positions in Å:
C1 -0.370611 -1.666063 -0.206153
C2 1.618218 -0.899575 -1.297175
C3 -0.992292 2.206349 0.698574
N1 0.426602 -0.571121 -0.615597
F1 -0.977138 0.545134 2.671149
P1 0.171557 1.339721 1.822798
Cl1 -1.513765 3.725356 1.527375
H1 -1.165435 -1.313306 0.448652
H2 -0.835369 -2.124080 -1.091430
H3 0.200673 -2.460802 0.295493
H4 1.917825 -1.952124 -1.210752
H5 1.466862 -0.664019 -2.360589
H6 2.430001 -0.253445 -0.957034
H7 -0.498783 2.483652 -0.228651
H8 -1.878346 1.604324 0.503341

Cartesian forces (eV/Å) of the 6 atoms listed first:
C -0.3 -0.2 0.0
C 0.3 -0.2 -0.4
C 0.3 0.0 0.3
N -0.2 0.6 0.3
F 0.4 0.2 -0.2
P -0.5 -0.2 0.2

Summary:
<S²>   2.007
Multiplicity   3
HOMO level (spin up / spin down)   -7.71 / -9.86 eV
Net charge   0
Kohn-Sham gap (spin up / spin down)   8.64 / 9.00 eV
Molecular weight   143.5 g/mol
Calculated total energy   -29257.0320 eV

Entry from the OMol25 dataset: a 2-piece molecular cluster, C3H8OS overall at a distorted geometry (ωB97M-V/def2-TZVPD).

Atoms and positions in Å:
C1 -1.122531 0.870803 -2.170464
O1 -1.548178 1.526845 -1.258139
H1 -0.068710 0.561849 -2.215982
H2 -1.848203 0.632570 -2.968416
C2 -0.519289 0.342301 1.664271
C3 0.738148 -0.533005 1.705752
S1 1.323037 -1.096027 0.072039
H3 -0.273517 1.332581 1.299202
H4 -1.184967 -0.073465 0.914604
H5 -1.025141 0.325550 2.624410
H6 0.478497 -1.446064 2.235569
H7 1.584442 -0.040116 2.154221
H8 0.401693 -0.741472 -0.820986

Cartesian forces (eV/Å) of the 6 atoms listed first:
C -1.0 0.6 0.1
O 0.4 0.0 0.3
H 0.0 -0.1 -0.2
H 0.5 -0.4 -0.3
C 0.6 -0.4 -0.6
C -1.2 -0.2 -0.5

Summary:
ΔE to the lowest compared entry with this formula, charge and spin   107.3 kJ/mol
HOMO level   -9.02 eV
Net charge   0
Kohn-Sham gap   9.61 eV
Molecular weight   92.2 g/mol
Calculated total energy   -16122.1256 eV

Entry from the OMol25 dataset: one molecule with the formula C8H8BrN at a distorted geometry (ωB97M-V/def2-TZVPD).

Atoms and positions in Å:
C1 -1.384691 -0.602372 1.581107
C2 -0.315773 0.049156 0.932301
C3 -0.641235 1.051361 -0.197485
Br1 -2.359858 1.678814 -0.313249
C4 0.401458 1.442925 -1.006088
C5 1.584478 0.773519 -1.177865
C6 1.815980 -0.286724 -0.384562
C7 0.638267 -0.725477 0.300845
C8 0.015837 -1.225351 -1.006683
N1 -0.687320 -1.417543 -1.874458
H1 -1.139127 -0.996428 2.599583
H2 -1.890023 -1.331184 0.821388
H3 -2.052340 0.271276 1.756357
H4 0.205137 0.656530 1.733907
H5 0.211194 2.246234 -1.734477
H6 2.112307 1.029566 -1.993082
H7 2.546179 -0.954296 -0.677321
H8 0.939530 -1.660006 0.639786

Cartesian forces (eV/Å) of the 6 atoms listed first:
C -3.9 -1.3 0.6
C 1.4 5.4 1.2
C 2.2 0.4 0.2
Br -0.6 0.7 -0.3
C -4.7 2.3 -0.2
C 1.1 -1.3 3.2

Summary:
ΔE to the lowest compared entry with this formula, charge and spin   143.8 kJ/mol
HOMO level   -8.36 eV
Net charge   0
Kohn-Sham gap   8.39 eV
Molecular weight   198.1 g/mol
Calculated total energy   -79954.0259 eV

Entry from the OMol25 dataset: C21H43N2OP3Yb as an isolated structure at a distorted geometry (ωB97M-V/def2-TZVPD).

Atoms and positions in Å:
Yb1 -0.162778 0.705580 0.754185
P1 -0.984846 1.606056 -1.752684
P2 -2.810937 0.683166 1.746440
P3 2.541522 -0.009761 0.263140
H1 -1.361564 -2.666048 2.285656
C1 -0.296495 -2.562628 2.506403
C2 0.132171 -1.888812 3.591121
H2 -0.550182 -1.469196 4.353505
C3 -1.591182 0.232046 -2.808194
C4 -2.372312 2.738633 -2.006319
C5 0.342776 2.256650 -2.844880
C6 -3.193020 -0.077479 3.361519
C7 -3.689408 2.275182 1.970548
C8 -4.034843 -0.192678 0.722060
C9 3.480917 -1.058656 1.451509
C10 3.804334 1.233105 -0.236104
C11 2.727301 -1.126226 -1.162579
H3 0.389364 -2.848673 1.705698
H4 1.198176 -1.652073 3.761079
H5 -1.874785 0.577035 -3.808070
H6 -2.395781 -0.384405 -2.377021
H7 -0.651161 -0.319445 -2.912736
H8 -2.390726 2.920801 -3.088972
H9 -2.184059 3.656228 -1.440914
H10 -3.301470 2.269013 -1.662562
H11 -0.142392 2.584075 -3.773400
H12 1.122933 1.515050 -3.071565
H13 0.829696 3.112246 -2.358781
H14 -4.225326 -0.443439 3.337100
H15 -3.088972 0.680359 4.144175
H16 -2.505926 -0.903865 3.573981
H17 -4.759045 2.071017 2.064488
H18 -3.509029 2.917537 1.105636
H19 -3.312193 2.768703 2.870394
H20 -5.012135 -0.087344 1.205465
H21 -3.778900 -1.255062 0.647451
H22 -4.072817 0.224190 -0.290643
H23 4.238379 -1.627719 0.890333
H24 2.790106 -1.754225 1.962773
H25 3.965711 -0.414316 2.201760
H26 4.689183 0.684360 -0.593052
H27 4.044072 1.865181 0.635708
H28 3.378422 1.852112 -1.045567
H29 3.786783 -1.377926 -1.272772
H30 2.332966 -0.685516 -2.087900
H31 2.133553 -2.017938 -0.939879
C12 0.990367 -3.294733 -3.102771
C13 0.287110 -3.781947 -4.227593
C14 0.451278 -5.117594 -4.610259
C15 1.252236 -5.967365 -3.815258
C16 2.036211 -5.451623 -2.773044
C17 2.005535 -4.078070 -2.500948
O1 0.520887 -2.142277 -2.433222
H32 -0.437197 -1.963807 -2.604615
H33 -0.417342 -3.121568 -4.734164
H34 -0.042649 -5.505893 -5.505573
H35 1.263050 -7.053825 -4.005138
H36 2.692628 -6.124539 -2.197406
H37 2.719520 -3.666541 -1.782167
C18 0.683345 2.144598 3.972681
C19 0.561523 3.105399 2.853390
N1 0.290182 2.887675 1.554251
C20 0.302886 4.130661 0.930904
C21 0.569392 5.067917 1.878251
N2 0.734843 4.417820 3.082283
H38 1.719499 2.172264 4.365781
H39 0.005294 2.461767 4.789624
H40 0.429142 1.119367 3.644975
H41 0.110003 4.209576 -0.124638
H42 0.649887 6.111648 1.775636
H43 0.946291 4.836191 3.991483

Cartesian forces (eV/Å) of the 6 atoms listed first:
Yb 0.2 0.0 0.9
P -0.4 -0.3 -1.0
P -1.2 0.1 0.6
P 1.6 -0.3 -0.3
H 0.3 -0.3 0.3
C 0.1 1.5 0.1

Summary:
ΔE to the lowest compared entry with this formula, charge and spin   133.0 kJ/mol
<S²>   0.769
Multiplicity   2
HOMO level (spin up / spin down)   -15.88 / -15.88 eV
Net charge   +3
Kohn-Sham gap (spin up / spin down)   7.57 / 3.84 eV
Molecular weight   605.6 g/mol
Calculated total energy   -86873.0070 eV